# 1
{
  "formula": "C21H32N5O6PPtS2Te",
  "method": "ωB97M-V with the def2-TZVPD basis set",
  "elements": ["H", "C", "H", "H", "C", "H", "H", "C", "C", "H", "H", "H", "H", "C", "H", "C", "N", "H", "H", "H", "N", "H", "H", "H", "H", "N", "N", "H", "H", "H", "C", "O", "O", "C", "H", "O", "C", "Te", "C", "H", "Pt", "N", "C", "C", "C", "C", "C", "O", "H", "H", "C", "O", "S", "H", "C", "C", "H", "H", "C", "C", "H", "P", "H", "H", "H", "S", "H", "C", "O"],
  "coordinates": [[5.453034, -1.396674, 1.284914], [-1.291395, 3.272169, 3.474961], [-3.058550, 3.981432, 0.767300], [4.729288, 0.930656, 1.800949], [-2.309992, 4.367193, 1.455614], [-2.186056, -4.207622, 2.309615], [0.859413, 3.426720, 3.289547], [-1.894440, 1.826648, -2.326011], [2.997794, -4.054210, -0.656568], [-0.660117, 5.780117, 1.425747], [-1.220340, -0.028913, -3.166472], [0.041764, 4.984829, 3.486333], [-0.871494, 4.862664, -0.073587], [-1.504661, -3.096285, 0.619558], [2.488751, -4.977093, -0.371139], [-1.395558, 5.353957, 0.744312], [-1.273404, -2.012975, 1.279690], [-2.112853, 3.809831, 3.947373], [-1.989003, 6.171812, 0.333514], [4.559941, -0.125902, 3.213343], [-1.485806, 2.350976, -0.037633], [-1.241104, -1.162612, 2.945383], [-2.647621, 2.899758, -5.948494], [3.630645, -4.697693, -2.590496], [3.552547, -2.931902, -2.409459], [-1.586370, 3.226070, 2.039810], [3.114186, -0.897270, -2.413412], [2.067586, -3.863490, -2.587385], [3.130314, 0.337350, 2.269795], [-1.923485, -3.572148, -2.638433], [-1.579813, 1.404691, -0.942985], [0.175907, -1.996339, -2.268549], [-1.542599, -2.026215, 2.624749], [-2.435680, 2.598537, -4.930581], [-1.313096, 2.256190, 3.865416], [-1.495211, 0.131779, -0.775267], [-1.909632, 1.339755, -4.677055], [1.556411, -4.488794, 2.748730], [-1.643658, 0.945368, -3.375488], [-1.699719, 0.663304, -5.494816], [-0.018021, -0.661886, 0.328206], [-0.239519, -2.130675, -1.112317], [-2.413397, 3.094390, -2.582406], [-2.154388, -4.291108, 1.229298], [2.406726, -0.289880, -1.732981], [4.399025, -1.122955, 1.315124], [0.039742, 3.939216, 3.792308], [1.414709, -1.365796, 1.547649], [-3.097610, 4.457956, -4.084140], [-3.168973, -4.399769, 0.839550], [-1.186880, 2.218859, 1.261813], [2.247558, -2.946685, -0.112258], [1.488693, 0.739145, -0.768928], [3.992407, -4.061751, -0.205482], [-1.478893, -4.090781, -1.786304], [-2.688238, 3.476693, -3.883301], [-1.586914, -5.180140, 0.957333], [-2.199866, -4.797228, -1.381964], [-1.058985, -3.099044, -0.756918], [4.185300, 0.077027, 2.209699], [-0.617691, -4.640959, -2.170583], [2.243381, -2.679830, 1.462122], [4.066777, -0.941239, 0.291363], [-2.832542, 4.850912, 2.279928], [-2.597036, 3.767169, -1.756034], [-0.256467, 0.962459, 2.022918], [0.222431, 3.900701, 4.866367], [3.067074, -3.872832, -2.151954], [3.735659, -2.297608, 1.839067]],
  "forces_ev_per_a": [[-0.0040, -0.0041, -0.0395], [-0.0006, 0.0238, -0.0176], [-0.0071, -0.0010, 0.0043], [0.0087, -0.0009, 0.0072], [0.0181, -0.0040, -0.0101], [0.0039, 0.0082, -0.0023], [0.0004, 0.0008, -0.0032], [-0.0793, -0.0017, 0.0190], [-0.0354, -0.0612, -0.0756], [-0.0026, 0.0010, 0.0025], [0.0095, 0.0038, 0.0032], [0.0001, -0.0001, 0.0019], [0.0026, 0.0044, 0.0031], [0.1483, -0.0221, 0.0728], [0.0031, -0.0068, 0.0229], [-0.0014, 0.0028, -0.0076], [0.0308, -0.0115, -0.1510], [0.0034, 0.0039, 0.0019], [-0.0012, 0.0012, 0.0053], [-0.0126, -0.0003, 0.0008], [0.1267, -0.0751, -0.0289], [0.0090, 0.0318, -0.0379], [0.0051, 0.0006, -0.0002], [0.0011, -0.0653, 0.0155], [-0.0567, -0.3122, 0.0315], [-0.0391, -0.0782, 0.0519], [0.0121, 0.5419, 0.0384], [-0.0063, 0.0324, 0.0117], [-0.0137, -0.0037, -0.0166], [-0.0026, 0.0074, 0.0049], [-0.0753, 0.0536, 0.1261], [0.0072, 0.0318, -0.0033], [-0.1216, 0.0724, 0.0182], [0.0005, 0.0039, 0.0029], [-0.0005, 0.0031, 0.0048], [0.0978, -0.0772, 0.0189], [0.0053, -0.0158, -0.0059], [-0.0599, 0.0543, -0.0493], [0.0115, 0.0012, -0.0047], [-0.0039, 0.0017, -0.0016], [-0.4003, -0.1199, 0.1457], [-0.0411, 0.0385, 0.1924], [0.0183, 0.0007, -0.0140], [-0.0550, -0.0050, -0.0425], [0.0163, -0.0522, -0.1568], [0.0077, -0.0475, -0.0875], [0.0006, -0.0034, 0.0040], [-0.0959, 0.1050, -0.1666], [-0.0005, -0.0008, -0.0001], [-0.0143, 0.0196, 0.0089], [-0.1177, 0.0601, -0.0395], [0.0861, 0.0616, 0.2153], [0.0197, 0.1091, 0.1267], [0.0159, 0.0108, 0.0031], [0.0246, -0.0265, 0.0157], [0.0029, -0.0034, -0.0003], [0.0141, 0.0174, 0.0063], [0.0079, -0.0047, -0.0056], [0.0876, 0.0055, -0.0179], [0.0118, 0.0003, -0.0028], [0.0187, 0.0015, 0.0158], [0.0452, -0.3285, -0.2778], [-0.0450, 0.0205, 0.0177], [0.0003, 0.0096, -0.0061], [-0.0058, -0.0035, 0.0027], [0.2990, 0.0240, -0.1090], [0.0004, -0.0004, -0.0008], [0.1124, -0.1438, -0.0700], [0.0047, 0.1109, 0.2284]],
  "e_homo_ev": -7.174,
  "gap_ev": 6.111,
  "e_above_lowest_kcal_mol": 6.40
}


# 2
{
  "formula": "C5H7P",
  "method": "ωB97M-V with the def2-TZVPD basis set",
  "elements": ["H", "H", "C", "C", "P", "H", "C", "H", "H", "H", "C", "C", "H"],
  "coordinates": [[0.397303, 2.730432, -0.021306], [1.850456, -0.921514, 1.690111], [1.166925, 0.695416, -0.196859], [-1.856092, 0.581330, -0.902350], [2.184518, -0.748277, -0.563891], [2.475035, -2.526737, 1.011522], [-1.839052, -0.464240, -0.138255], [-1.646694, 1.545661, -0.370864], [-2.241282, 0.647771, -1.926598], [-1.929216, -1.466143, -0.399973], [0.919236, 1.853188, 0.104906], [2.087681, -1.522041, 0.846416], [-1.568814, -0.404843, 0.867135]],
  "forces_ev_per_a": [[-0.5559, 1.7341, 0.3669], [-0.7833, -0.1271, 0.8748], [1.6444, 1.0919, 0.7794], [-0.8791, 2.6206, -0.1873], [-0.9152, 0.5981, -1.9278], [0.1161, 0.3312, -0.0880], [0.3776, -0.6850, 0.2153], [-0.2796, -0.8017, -0.9522], [0.5393, -0.2712, 0.3230], [-0.6630, -1.5645, -1.1025], [0.2208, -2.6017, -1.0605], [0.6645, -0.8702, 1.1581], [0.5134, 0.5457, 1.6009]],
  "e_homo_ev": -9.411,
  "gap_ev": 9.246,
  "smiles": "C#CP=C.C=C",
  "e_above_lowest_kcal_mol": 77.57
}


# 3
{
  "formula": "C5H6NO2S",
  "method": "ωB97M-V with the def2-TZVPD basis set",
  "elements": ["H", "S", "C", "O", "H", "H", "C", "N", "C", "O", "H", "C", "H", "C", "H"],
  "coordinates": [[0.045543, 0.867961, 1.992162], [2.019799, -0.920010, 0.755436], [3.079059, -0.233779, -0.608810], [-3.262064, 1.125545, 0.195310], [-1.790622, -1.410455, -1.227880], [2.686212, 0.794459, -0.634266], [-0.694750, -0.158665, 0.177780], [0.627590, 0.029308, 0.212329], [-3.166932, -0.068009, -0.115912], [-4.131194, -0.843864, -0.308969], [2.740760, -0.860997, -1.458387], [-1.778698, -0.707264, -0.377403], [-0.251933, 1.952127, 0.645539], [-0.208691, 0.882632, 1.016629], [4.085921, -0.448983, -0.263559]],
  "forces_ev_per_a": [[-0.1610, -0.6237, 3.4895], [-1.1233, 0.8971, -0.5377], [-1.7954, -1.2866, 0.8490], [0.8730, 0.7616, 0.3547], [0.3996, 0.0432, 0.8873], [0.9355, -0.3396, -0.3811], [-3.3459, -2.0350, -0.3670], [3.6929, -0.8160, -1.2974], [-0.9044, -0.6598, -0.2045], [0.2306, -0.6086, -0.1470], [0.7230, 0.8457, 0.1120], [0.2231, 1.0153, -0.3496], [-0.1238, -1.2004, 0.3256], [0.1024, 3.5187, -2.2719], [0.2737, 0.4880, -0.4618]],
  "e_homo_ev": -3.827,
  "gap_ev": 6.604,
  "smiles": "CSN1C/C1=C\\C(=O)[O-]",
  "e_above_lowest_kcal_mol": 81.90,
  "total_charge": -1
}


# 4
{
  "formula": "C3H4BrN",
  "method": "ωB97M-V with the def2-TZVPD basis set",
  "elements": ["C", "H", "H", "H", "Br", "C", "N", "H", "C"],
  "coordinates": [[0.115077, -1.946776, -0.053346], [-0.953407, -2.335659, 0.007760], [-1.341815, 2.683025, 0.114176], [0.679668, -2.899282, -0.263447], [2.164241, 0.174494, 0.241219], [-0.558755, 1.893166, 0.047164], [-0.959911, 0.729076, 0.056351], [0.330067, 2.422271, -0.135494], [0.524839, -0.720319, -0.014382]],
  "forces_ev_per_a": [[-1.2663, -3.2481, -0.6245], [1.0632, 1.6263, -0.1891], [-0.1468, -0.6284, 0.0927], [0.3928, 1.5140, 0.5947], [-0.4042, -0.7624, -0.4213], [-1.7613, 1.6574, -0.3195], [1.8701, -3.8866, 0.3358], [2.1933, -0.3065, 0.0026], [-1.9408, 4.0344, 0.5287]],
  "e_homo_ev": [-8.964, -8.963],
  "gap_ev": [9.395, 9.394],
  "e_above_lowest_kcal_mol": 89.29
}